{"formula": "C3H2FNO", "method": "the ωB97M-V functional and the def2-TZVPD basis", "symbols": ["C", "C", "C", "N", "O", "F", "H", "H"], "positions_angstrom": [[0.248, -0.849, -1.520], [0.526, 0.163, 0.986], [-0.785, 0.368, 0.365], [0.741, -1.222, -2.470], [0.951, -0.855, 1.476], [-1.011, 1.430, -0.453], [1.045, 1.202, 1.060], [-1.715, -0.237, 0.557]], "atomic_forces_ev_per_a": [[-2.4, 2.0, 4.2], [1.9, 1.6, 1.4], [-1.3, -1.5, -5.2], [1.2, -0.9, -2.3], [-0.9, 1.0, -0.4], [0.5, -1.4, 2.6], [-0.1, -1.5, -0.2], [1.1, 0.7, 0.0]], "homo_lumo_gap_ev": [7.93, 8.06], "homo_ev": [-11.12, -11.20], "mol_weight_g_mol": 87.1, "e_above_lowest_kj_mol": 432.5}

---

{"formula": "C3H2FNO2", "method": "the ωB97M-V functional and the def2-TZVPD basis", "symbols": ["O", "C", "C", "N", "O", "C", "F", "H", "H"], "positions_angstrom": [[-1.814, 0.008, -0.026], [-0.488, 0.001, -0.141], [0.248, -1.192, -0.090], [1.533, -1.021, -0.002], [1.756, 0.339, 0.007], [0.545, 0.899, -0.049], [0.517, 2.250, -0.066], [-2.162, 0.955, 0.385], [-0.134, -2.240, -0.017]], "atomic_forces_ev_per_a": [[-2.5, 4.2, 1.3], [2.1, 0.4, 0.9], [0.1, -2.1, 0.4], [0.5, -0.7, -0.1], [-1.1, 0.4, -0.1], [-0.8, 1.5, -0.5], [0.1, -1.3, 0.2], [1.5, -3.6, -1.7], [0.3, 1.2, -0.3]], "homo_lumo_gap_ev": 9.58, "homo_ev": -9.36, "mol_weight_g_mol": 103.1, "e_above_lowest_kj_mol": 196.2}

---

{"formula": "C3H2FNOS", "method": "the ωB97M-V functional and the def2-TZVPD basis", "symbols": ["C", "C", "C", "N", "O", "F", "S", "H", "H"], "positions_angstrom": [[-1.567, 2.657, -0.624], [3.277, 0.530, -0.302], [2.232, 0.474, 0.237], [-0.781, 1.785, -0.970], [-0.194, 0.364, -2.955], [1.195, 0.052, 0.877], [0.384, 1.172, -1.876], [-2.550, 2.534, -0.233], [4.188, 0.466, -0.774]], "atomic_forces_ev_per_a": [[0.9, -0.7, -1.5], [0.4, 0.2, -0.1], [-1.3, -1.3, 1.4], [-1.2, 1.5, 0.3], [-0.2, 0.3, -0.4], [0.0, 0.7, -0.1], [0.6, -0.7, 0.0], [-0.6, -0.2, 1.1], [1.3, 0.3, -0.8]], "homo_lumo_gap_ev": [7.72, 7.23], "homo_ev": [-8.39, -8.26], "mol_weight_g_mol": 119.1, "e_above_lowest_kj_mol": 593.9}

---

{"formula": "C3H2FO2Sm", "method": "the ωB97M-V functional and the def2-TZVPD basis", "symbols": ["O", "C", "C", "O", "C", "F", "H", "H", "Sm"], "positions_angstrom": [[-1.934, -0.608, 0.467], [-4.367, -0.056, -0.967], [-1.890, -0.037, 1.564], [-4.644, 0.913, -0.408], [-2.047, 1.375, 1.766], [-2.325, -0.790, 2.650], [-1.938, 1.994, 0.869], [-2.702, 1.643, 2.601], [0.439, 1.907, 2.859]], "atomic_forces_ev_per_a": [[1.9, 1.0, 2.7], [-0.8, 2.5, 1.4], [-4.2, -1.5, -3.6], [0.8, -2.5, -1.4], [2.7, 0.6, 1.5], [1.2, 0.5, 0.0], [-0.6, -0.3, 0.3], [0.1, 0.1, -0.5], [-1.1, -0.3, -0.4]], "homo_lumo_gap_ev": [6.10, 6.28], "homo_ev": [-12.35, -12.35], "mol_weight_g_mol": 239.4, "total_charge": 1, "s_squared": 12.010, "multiplicity": 7, "e_above_lowest_kj_mol": 245.0}

---

{"formula": "C3H2FO2Sn", "method": "the ωB97M-V functional and the def2-TZVPD basis", "symbols": ["H", "F", "O", "O", "C", "C", "C", "H", "Sn"], "positions_angstrom": [[-2.090, -0.880, -1.286], [0.765, 1.723, 0.101], [1.616, -0.248, -0.193], [-1.304, -0.323, -1.355], [0.622, 0.438, -0.038], [-1.140, -0.431, 1.063], [-0.837, 0.008, -0.153], [-1.040, -0.101, 2.093], [3.408, -0.186, -0.231]], "atomic_forces_ev_per_a": [[-0.4, -0.1, 0.0], [0.6, -0.5, 0.7], [-3.7, -1.7, 0.0], [0.9, 0.6, 0.3], [-6.0, 2.5, -0.9], [0.7, 1.7, -0.1], [0.7, -2.0, 0.4], [-0.3, -0.4, 0.0], [7.5, -0.1, -0.3]], "homo_lumo_gap_ev": [6.77, 6.92], "homo_ev": [-18.30, -18.57], "mol_weight_g_mol": 207.8, "total_charge": 2, "s_squared": 0.772, "multiplicity": 2, "e_above_lowest_kj_mol": 86.5}

---

{"formula": "C3H2FO3", "method": "the ωB97M-V functional and the def2-TZVPD basis", "symbols": ["O", "C", "O", "C", "C", "O", "F", "H", "H"], "positions_angstrom": [[1.088, 1.748, 0.340], [1.383, 0.640, -0.054], [2.407, 0.131, -0.382], [0.060, -0.536, 0.036], [-1.382, -0.139, -0.084], [-2.046, 0.199, -1.005], [-1.968, 0.055, 1.158], [0.389, -1.033, 0.883], [0.069, -1.066, -0.892]], "atomic_forces_ev_per_a": [[-0.7, 1.2, 0.3], [-2.6, 0.5, 0.9], [2.1, -1.9, -1.0], [-1.2, 1.7, -2.7], [1.3, 1.7, 2.0], [0.0, -0.6, -0.8], [-0.1, -0.3, 0.3], [0.0, -1.3, 1.5], [1.3, -1.0, -0.5]], "homo_lumo_gap_ev": 8.66, "homo_ev": -4.54, "mol_weight_g_mol": 105.0, "total_charge": -1, "e_above_lowest_kj_mol": 44.8}

---

{"formula": "C3H2FOSc", "method": "the ωB97M-V functional and the def2-TZVPD basis", "symbols": ["C", "O", "C", "C", "F", "H", "H", "Sc"], "positions_angstrom": [[0.262, 0.239, 1.158], [-1.424, -0.830, -0.065], [-0.465, -0.600, -0.858], [0.609, 0.114, -0.157], [1.141, -0.053, 2.125], [-0.572, 0.838, 1.534], [1.251, 0.833, -0.668], [-0.801, -0.540, -3.068]], "atomic_forces_ev_per_a": [[2.0, 0.9, 4.0], [1.0, -1.3, -3.9], [-1.3, 2.6, 4.2], [-0.3, -0.8, -4.2], [-1.8, 1.0, -2.3], [-0.6, -1.0, 0.2], [1.2, -1.0, 0.5], [-0.2, -0.3, 1.6]], "homo_lumo_gap_ev": [5.75, 5.82], "homo_ev": [-17.84, -17.87], "mol_weight_g_mol": 118.0, "total_charge": 2, "e_above_lowest_kj_mol": 169.2}

---

{"formula": "C3H2FP", "method": "the ωB97M-V functional and the def2-TZVPD basis", "symbols": ["C", "C", "C", "F", "P", "H", "H"], "positions_angstrom": [[2.942, 0.480, -0.057], [4.025, 0.010, -0.088], [0.823, -0.052, -0.373], [5.214, -0.389, 0.026], [-0.050, 1.237, 0.101], [0.765, -1.148, -0.670], [-1.483, 0.793, -0.245]], "atomic_forces_ev_per_a": [[-7.0, 3.5, 0.1], [7.1, -2.4, -0.2], [-0.4, -2.3, -0.1], [0.3, -0.6, 0.1], [-1.3, -0.3, -0.4], [-0.1, 1.8, 0.2], [1.4, 0.4, 0.3]], "homo_lumo_gap_ev": [7.46, 5.60], "homo_ev": [-7.03, -9.32], "mol_weight_g_mol": 88.0, "s_squared": 2.025, "multiplicity": 3, "e_above_lowest_kj_mol": 199.9}

---

{"formula": "C3H2HgO", "method": "the ωB97M-V functional and the def2-TZVPD basis", "symbols": ["C", "C", "C", "H", "H", "O", "Hg"], "positions_angstrom": [[0.492, 0.068, -1.187], [-0.191, -1.028, -0.957], [-0.799, -1.725, -0.052], [0.097, 1.783, 1.172], [1.026, 0.691, -1.897], [0.204, 0.830, 1.150], [-0.829, -0.619, 1.771]], "atomic_forces_ev_per_a": [[-1.7, -2.5, -0.9], [1.3, 2.4, 0.4], [0.1, -0.8, -0.9], [-0.3, 0.2, 0.6], [0.2, -0.1, 0.3], [2.4, 3.0, -0.9], [-2.0, -2.1, 1.3]], "homo_lumo_gap_ev": [6.53, 8.58], "homo_ev": [-14.01, -15.53], "mol_weight_g_mol": 254.6, "total_charge": 1, "s_squared": 0.798, "multiplicity": 2}

---

{"formula": "C3H2HgO2", "method": "the ωB97M-V functional and the def2-TZVPD basis", "symbols": ["O", "O", "C", "C", "C", "H", "Hg", "H"], "positions_angstrom": [[-0.403, 1.085, -0.050], [-0.341, -1.105, 0.024], [-1.689, 0.793, -0.048], [-1.716, -0.689, 0.051], [0.441, -0.009, 0.017], [-2.227, -1.055, 0.956], [2.417, 0.028, 0.020], [-2.254, -0.938, -0.917]], "atomic_forces_ev_per_a": [[2.3, 0.0, -0.1], [3.0, 2.2, 0.2], [-1.3, -0.6, 0.6], [-1.1, 1.2, -1.0], [-7.3, -2.4, -0.2], [0.1, -0.1, -0.5], [3.8, 0.1, 0.0], [0.6, -0.4, 1.0]], "homo_lumo_gap_ev": [6.85, 8.26], "homo_ev": [-13.53, -14.77], "mol_weight_g_mol": 270.6, "total_charge": 1, "s_squared": 0.753, "multiplicity": 2, "e_above_lowest_kj_mol": 253.0}

---

{"formula": "C3H2IO2S", "method": "the ωB97M-V functional and the def2-TZVPD basis", "symbols": ["C", "C", "C", "O", "O", "S", "I", "H", "H"], "positions_angstrom": [[0.977, -0.435, -0.022], [0.360, 0.587, -0.275], [-0.570, 1.622, -0.184], [-5.043, -1.572, -1.061], [-6.111, 0.193, 0.049], [-5.158, -0.862, 0.165], [-2.748, 0.700, 0.274], [1.358, -1.343, -0.525], [-0.830, 2.211, -1.094]], "atomic_forces_ev_per_a": [[1.8, -2.2, -0.6], [-2.3, 1.5, -0.1], [0.0, 0.1, -0.5], [0.6, -1.5, -1.0], [-0.8, 1.1, 0.8], [-0.2, 0.1, 0.0], [1.0, 0.6, 0.1], [-0.4, 0.9, 0.7], [0.3, -0.6, 0.7]], "homo_lumo_gap_ev": [5.81, 5.81], "homo_ev": [-3.36, -3.36], "mol_weight_g_mol": 229.0, "total_charge": -1, "e_above_lowest_kj_mol": 163.2}

---

{"formula": "C3H2LiO", "method": "the ωB97M-V functional and the def2-TZVPD basis", "symbols": ["O", "C", "H", "C", "C", "H", "Li"], "positions_angstrom": [[-0.018, 1.844, 1.822], [-0.834, 2.415, 1.059], [-1.174, 1.655, 0.220], [0.645, -2.071, -1.374], [0.480, -1.312, -0.413], [0.759, -2.748, -2.204], [0.143, 0.217, 0.890]], "atomic_forces_ev_per_a": [[0.1, -0.3, 0.0], [0.0, 0.1, 0.2], [0.0, -0.2, -0.1], [-0.1, 0.3, 0.6], [0.2, -0.6, -0.7], [0.0, 0.3, 0.3], [-0.2, 0.3, -0.2]], "homo_lumo_gap_ev": 6.12, "homo_ev": -2.60, "mol_weight_g_mol": 61.0, "total_charge": -1, "e_above_lowest_kj_mol": 0.0}

---

{"formula": "C3H2LiO2Zn", "method": "the ωB97M-V functional and the def2-TZVPD basis", "symbols": ["C", "Li", "O", "C", "H", "H", "Zn", "O", "C"], "positions_angstrom": [[-0.426, 0.100, 0.628], [-0.818, 1.622, -1.219], [0.216, 1.406, 0.473], [1.146, 0.338, 0.311], [1.826, 0.170, 1.151], [1.697, 0.474, -0.629], [-2.416, -1.658, 0.547], [-0.753, -1.852, -0.622], [-0.473, -0.601, -0.641]], "atomic_forces_ev_per_a": [[1.4, 0.9, -1.1], [0.3, 0.0, 0.2], [-0.8, -0.6, 0.0], [0.6, 1.2, 0.9], [-0.5, -0.1, 0.0], [-0.5, -0.8, 0.1], [0.3, -0.2, 0.6], [0.2, 3.1, -1.0], [-0.9, -3.5, 0.4]], "homo_lumo_gap_ev": [7.03, 6.86], "homo_ev": [-12.92, -13.01], "mol_weight_g_mol": 142.4, "total_charge": 1, "e_above_lowest_kj_mol": 0.0}

---

{"formula": "C3H2N", "method": "the ωB97M-V functional and the def2-TZVPD basis", "symbols": ["C", "C", "C", "N", "H", "H"], "positions_angstrom": [[2.300, 0.139, 1.490], [-1.994, -0.039, -1.553], [1.906, -0.507, 0.551], [-1.083, -0.007, -0.903], [1.849, 0.510, 2.433], [-2.979, -0.095, -2.019]], "atomic_forces_ev_per_a": [[0.0, 3.1, 5.4], [-3.7, -0.2, -1.7], [-1.6, -3.2, -5.3], [3.2, 0.1, 1.8], [1.2, 0.2, -0.3], [0.9, 0.1, 0.1]], "homo_lumo_gap_ev": [5.30, 4.72], "homo_ev": [-16.63, -16.66], "mol_weight_g_mol": 52.1, "total_charge": 1, "e_above_lowest_kj_mol": 649.3}

---

{"formula": "C3H2N2O2", "method": "the ωB97M-V functional and the def2-TZVPD basis", "symbols": ["H", "N", "C", "C", "N", "O", "C", "O", "H"], "positions_angstrom": [[1.624, -0.365, -1.879], [0.929, -1.023, -1.522], [0.348, -0.567, -0.508], [-0.641, -1.362, 0.204], [-1.388, -1.981, 0.833], [0.683, 0.617, 0.116], [-0.294, 1.342, 0.755], [-1.457, 1.292, 0.499], [0.182, 1.961, 1.524]], "atomic_forces_ev_per_a": [[-0.1, 0.0, 0.0], [-0.2, 0.3, 0.3], [0.1, -0.3, -0.3], [-0.7, -0.6, 0.6], [0.7, 0.6, -0.7], [0.0, -0.1, 0.1], [-0.5, 0.1, 0.0], [0.7, 0.0, 0.1], [0.0, 0.1, -0.1]], "homo_lumo_gap_ev": 11.51, "homo_ev": -11.65, "mol_weight_g_mol": 98.1, "e_above_lowest_kj_mol": 92.7}

---

{"formula": "C3H2N2O2", "method": "the ωB97M-V functional and the def2-TZVPD basis", "symbols": ["O", "C", "C", "N", "C", "O", "N", "H", "H"], "positions_angstrom": [[-2.098, 0.636, 0.230], [-0.984, 0.114, 0.265], [-0.532, -0.687, -0.984], [0.790, -0.575, -1.072], [1.317, -0.038, 0.178], [2.437, 0.035, 0.584], [0.194, 0.496, 0.921], [-1.324, -0.821, -1.923], [0.200, 0.841, 1.800]], "atomic_forces_ev_per_a": [[1.9, -1.2, 1.3], [-1.4, 1.6, -2.0], [2.0, 1.8, -1.0], [-2.6, -0.9, -0.1], [-1.2, 0.6, 1.4], [-0.5, -0.4, -1.0], [-1.0, -2.7, -4.5], [2.5, -0.1, 2.7], [0.4, 1.4, 3.2]], "homo_lumo_gap_ev": 9.16, "homo_ev": -10.54, "mol_weight_g_mol": 98.1, "e_above_lowest_kj_mol": 78.8}

---

{"formula": "C3H2N2O2", "method": "the ωB97M-V functional and the def2-TZVPD basis", "symbols": ["C", "C", "C", "N", "N", "O", "O", "H", "H"], "positions_angstrom": [[-0.721, -0.266, 1.193], [0.145, -0.162, 0.187], [1.371, -0.785, -0.030], [2.418, -1.259, -0.312], [-0.265, 0.899, -1.187], [0.252, 0.876, -2.276], [-1.137, 1.609, -0.738], [-1.778, -0.018, 1.246], [-0.286, -0.894, 1.916]], "atomic_forces_ev_per_a": [[0.6, -0.3, -1.7], [-1.5, 1.7, -2.1], [4.1, -1.6, -0.9], [-3.3, 1.4, 0.9], [-0.3, -1.2, 2.6], [-0.4, -0.2, 1.5], [0.2, 0.3, -1.4], [0.5, 0.6, -0.2], [0.0, -0.7, 1.3]], "homo_lumo_gap_ev": 10.21, "homo_ev": -11.16, "mol_weight_g_mol": 98.1, "e_above_lowest_kj_mol": 479.0}

---

{"formula": "C3H2N2O2", "method": "the ωB97M-V functional and the def2-TZVPD basis", "symbols": ["O", "C", "C", "N", "C", "N", "O", "H", "H"], "positions_angstrom": [[-2.740, -0.631, -0.164], [-1.834, 0.155, -0.050], [-0.324, -0.159, -0.036], [0.496, 0.839, 0.098], [1.702, 0.212, 0.085], [1.647, -1.080, -0.048], [0.290, -1.333, -0.130], [-1.881, 1.273, 0.068], [2.644, 0.724, 0.177]], "atomic_forces_ev_per_a": [[1.0, 1.0, 0.1], [0.5, -0.6, -0.1], [-0.6, 0.5, 0.1], [-0.2, 0.0, 0.0], [0.4, -0.2, 0.0], [0.0, 0.2, 0.0], [-0.6, -0.1, 0.0], [-0.6, -0.7, -0.1], [0.1, 0.0, 0.0]], "homo_lumo_gap_ev": 10.40, "homo_ev": -11.13, "mol_weight_g_mol": 98.1, "e_above_lowest_kj_mol": 162.3}

---

{"formula": "C3H2N2O2", "method": "the ωB97M-V functional and the def2-TZVPD basis", "symbols": ["H", "N", "C", "C", "N", "O", "C", "O", "H"], "positions_angstrom": [[1.234, 0.296, 2.242], [1.193, -0.618, 1.787], [0.492, -0.541, 0.753], [0.203, -1.563, -0.222], [-0.271, -1.827, -1.247], [-0.209, 0.784, 0.389], [-0.732, 1.063, -0.869], [-0.804, 0.314, -1.794], [-1.104, 2.092, -1.039]], "atomic_forces_ev_per_a": [[0.0, -0.1, 0.1], [-0.7, 0.4, -1.0], [-0.8, 1.9, -0.2], [-0.7, 0.4, -0.9], [0.9, -1.6, 1.2], [0.9, -1.4, 0.2], [0.1, -0.6, -0.7], [-0.1, 1.0, 0.0], [0.3, -0.1, 1.2]], "homo_lumo_gap_ev": 10.42, "homo_ev": -10.65, "mol_weight_g_mol": 98.1, "e_above_lowest_kj_mol": 209.8}

---

{"formula": "C3H2N2O2", "method": "the ωB97M-V functional and the def2-TZVPD basis", "symbols": ["O", "C", "C", "N", "C", "N", "O", "H", "H"], "positions_angstrom": [[1.053, -1.475, -0.509], [1.244, -0.371, -0.924], [0.328, 0.641, 2.246], [-0.458, 0.404, 1.398], [-1.317, 0.125, 0.361], [-1.022, 0.171, -0.875], [0.300, 0.591, -1.098], [2.207, 0.065, -1.222], [-2.334, -0.150, 0.623]], "atomic_forces_ev_per_a": [[0.1, 0.5, -0.2], [0.0, -0.4, 0.2], [-0.7, -0.2, -0.7], [0.7, 0.2, 0.7], [0.0, 0.0, -0.3], [-0.2, -0.1, 0.5], [0.1, 0.0, 0.0], [-0.1, -0.1, 0.0], [0.1, 0.0, 0.0]], "homo_lumo_gap_ev": 11.00, "homo_ev": -11.24, "mol_weight_g_mol": 98.1, "e_above_lowest_kj_mol": 298.0}